The following is a DFT calculation (ωB97M-V/def2-TZVPD) of C24H35N7 in the gas phase.

Values from the calculation:
Largest force on an atom in eV/Å: 0.72
E_tot in hartree: -1318.8954
ΔE to the lowest compared entry with this formula, charge and spin in kJ/mol: 11.93
HOMO in eV: -7.6
Kohn-Sham gap in eV: 8.16

```
66
Properties=species:S:1:pos:R:3:forces:R:3:lowdin_charge:R:1
N 3.9209 -0.1569 0.6292 0.2095 -0.0282 0.2438 0.095
N -3.4840 -3.1446 -1.2057 0.1778 -0.0695 0.1181 0.126
N 0.0354 0.6816 -1.5977 0.2689 0.4320 0.0981 0.112
N 1.9946 0.2468 -0.5493 -0.0653 0.2416 -0.0279 0.189
N 1.0439 1.1928 2.4373 -0.0325 0.1132 0.0456 -0.197
N -5.2295 0.0772 -3.2211 -0.5685 0.2171 -0.2786 0.131
N 3.0748 -1.8688 -0.6148 0.2800 -0.3691 0.0339 0.154
C -1.2803 0.4646 -1.9839 -0.4672 -0.4875 -0.0258 -0.241
C 1.8612 1.1870 3.6388 0.1025 -0.2649 0.0547 -0.193
C 0.2905 -0.0268 2.2227 -0.1928 -0.1353 0.0540 -0.251
C -3.9533 0.1619 -2.8006 0.3877 -0.4985 0.3491 -0.229
C -1.9537 -0.7058 -1.7080 0.2585 0.1444 0.0523 0.022
C -3.2547 1.3651 -3.0369 0.2031 0.0232 0.1194 -0.004
C -1.9581 1.5128 -2.6431 -0.0961 -0.0211 -0.0598 -0.013
C 2.9667 -0.5977 -0.2074 -0.3747 -0.1182 -0.3080 -0.390
C -0.8760 -0.2890 3.1850 0.3238 0.1124 -0.1391 -0.073
C 1.0123 -0.2329 -1.3070 0.3765 -0.3289 -0.0479 -0.319
C 1.0425 -1.5409 -1.8006 -0.1404 0.0866 0.0276 0.008
C -5.3324 -2.1329 -2.3366 0.4020 -0.0311 0.1343 0.013
C 2.1276 -2.3205 -1.4255 -0.0186 0.2103 0.0937 -0.339
C 1.0713 3.5379 1.6758 -0.2639 -0.1837 0.1375 -0.080
C -5.8948 -1.0275 -2.9930 0.0927 0.1801 -0.0839 -0.346
C 0.2507 2.4002 2.2800 0.1765 0.1642 -0.0684 -0.257
C -3.2836 -0.8907 -2.1209 -0.2964 0.3679 -0.3013 -0.092
C 2.2718 -3.7300 -1.9124 0.0097 0.0599 0.0088 -0.035
C 3.1569 0.3787 3.4967 0.0004 0.3228 0.0806 -0.172
C -4.0264 -2.0895 -1.8929 -0.4560 0.0978 -0.1167 -0.259
C -7.3123 -1.0858 -3.4738 0.0228 -0.0085 0.0192 -0.041
C 4.9525 2.0526 0.4712 -0.3148 -0.1382 0.0910 -0.045
C 3.9386 1.1677 1.1997 0.2814 0.4753 0.0164 -0.393
C 4.2470 1.0910 2.6965 -0.3809 -0.2285 -0.1572 -0.159
H 2.9282 1.5561 1.0605 0.2357 -0.0013 0.0649 0.095
H 5.9629 1.6721 0.6107 0.1476 -0.0270 0.0103 0.075
H -7.4379 -1.9018 -4.1839 -0.0745 -0.0680 -0.0470 0.078
H 4.9092 3.0704 0.8494 0.0417 0.1641 0.0447 0.073
H 1.2999 0.7949 4.5038 0.0046 0.1261 -0.0056 0.111
H 0.4433 4.4160 1.5426 -0.0022 0.1568 -0.0080 0.070
H -0.0989 0.0122 1.2020 0.0516 -0.0830 -0.0110 0.095
H 0.9898 -0.8644 2.2713 -0.0258 -0.0546 -0.1065 0.108
H 2.9443 -0.5822 3.0283 -0.0002 -0.1284 0.0746 0.098
H -2.4825 -3.2164 -1.1605 -0.0496 -0.0840 -0.0191 0.082
H 1.4668 3.2362 0.7099 0.0709 -0.0278 -0.1390 0.060
H 3.5370 0.1820 4.5022 -0.0226 -0.0961 0.0012 0.109
H 4.7311 2.0671 -0.5928 0.0089 0.0303 -0.1295 0.075
H 2.1265 2.2200 3.8731 -0.0231 0.0208 0.0611 0.114
H -3.9788 -4.0194 -1.2589 0.1070 0.0307 0.0020 0.099
H -5.9259 -3.0231 -2.1827 -0.0617 -0.0902 0.0266 0.114
H -1.4281 2.4363 -2.8289 0.0464 0.0902 -0.0636 0.112
H -7.9876 -1.2581 -2.6372 -0.1066 -0.0362 0.0273 0.078
H -1.6039 0.5177 3.1393 -0.1178 0.0568 0.0273 0.066
H -1.3729 -1.2154 2.9083 -0.0943 -0.0991 0.0023 0.070
H 4.3754 2.1044 3.0810 0.0874 0.0689 0.0272 0.114
H 0.2960 -1.9099 -2.4831 -0.0678 -0.0408 -0.0493 0.107
H 4.6802 -0.7908 0.8200 -0.0769 -0.0672 -0.0606 0.147
H -0.5736 2.1752 1.5992 -0.0606 -0.0183 0.0639 0.113
H 1.5388 -4.3702 -1.4223 -0.0425 -0.0682 0.0005 0.080
H -0.5271 -0.3840 4.2106 -0.0461 -0.0238 0.1303 0.061
H -3.7832 2.1597 -3.5392 -0.0606 0.0731 -0.0580 0.113
H 3.2669 -4.0955 -1.6779 0.0299 -0.0299 -0.0067 0.074
H 5.1949 0.5625 2.8356 0.1206 0.0597 -0.0030 0.114
H 1.9056 3.8067 2.3184 0.1340 0.0762 0.0641 0.064
H 2.1044 -3.7806 -2.9863 -0.0335 -0.0600 -0.0700 0.079
H 0.2913 1.6298 -1.3593 0.0068 -0.1289 0.0558 0.141
H -0.1876 2.7344 3.2357 -0.0859 -0.0561 -0.0803 0.118
H -1.4544 -1.4714 -1.1341 0.0745 -0.0255 0.0264 0.098
H -7.5697 -0.1478 -3.9560 -0.0211 0.0233 -0.0166 0.074
```
Forces are in eV/Å.